[1]
Below is one molecule with the formula C3H6N2S2, with properties calculated with wB97M-V/def2-TZVPD.

Summary:
- calculated total energy (Eh) = -1023.75765
- 2S+1 = 1
- ΔE to the lowest compared entry with this formula, charge and spin (kcal/mol) = 28.4
- max |F| (eV/Å) = 2.257
- SMILES string = [H]/N=C/N(S)C(C)=S

Structure (XYZ):
```
13
Properties=species:S:1:pos:R:3:forces:R:3:nbo_charge:R:1
H -3.34476 1.41412 0.01176 0.8 -1.0 -0.1 0.361
N -2.67092 0.61097 -0.02361 -1.4 1.1 0.0 -0.642
C -1.48401 1.01528 -0.00614 0.5 0.8 0.1 0.266
N -0.45349 0.07600 -0.02551 0.7 1.6 0.0 -0.568
S -0.97188 -1.53791 0.01684 0.1 -0.8 0.0 0.212
C 0.85282 0.49121 -0.01242 1.1 -1.9 0.3 0.144
C 1.18396 1.93852 0.02887 -0.1 1.3 0.7 -0.696
S 2.15119 -0.58969 -0.01099 -1.2 0.7 0.0 -0.125
H -1.11985 2.06060 0.04174 -0.5 -0.7 -0.1 0.178
H 0.33604 -1.88468 0.07213 0.0 -0.4 0.0 0.141
H 0.82252 2.42341 -0.86886 -0.2 0.2 -0.3 0.232
H 2.28049 2.06787 0.02277 -0.7 -0.2 0.3 0.265
H 0.71084 2.48140 0.90882 0.7 -0.7 -0.9 0.231
```
Forces are in eV/Å.

---

[2]
Below is a 5-piece molecular cluster, C73H55ClN3O12P2S overall, with properties calculated with wB97M-V/def2-TZVPD.

Summary:
- total charge = +1
- calculated total energy (Eh) = -5422.78612
- 2S+1 = 1
- max |F| (eV/Å) = 3.578

Structure (XYZ):
```
147
Properties=species:S:1:pos:R:3:forces:R:3:lowdin_charge:R:1
C 0.00325 5.52986 5.26999 0.1 -0.9 -0.7 -0.225
P -0.77726 3.88164 4.91619 -0.8 0.0 1.0 0.939
O 0.52073 2.89801 4.65040 -0.5 0.4 -0.4 -0.317
C -1.70865 4.20635 3.31177 1.2 -0.3 -0.9 -0.315
N -2.34776 5.35591 3.29196 0.4 -0.3 0.4 0.060
N -3.03727 5.64306 2.21851 -2.3 1.3 0.0 -0.162
P -3.86822 7.25649 2.31668 1.2 2.7 -1.0 0.810
N -3.07116 8.24459 1.41815 -0.7 -0.4 0.1 -0.249
C -3.23540 4.93907 1.11649 0.7 -2.1 -1.1 -0.173
C -4.08705 5.42091 -0.07057 1.0 -0.7 1.2 -0.175
S -5.72445 4.59275 -0.16568 -1.2 1.3 -3.1 0.695
O -6.63110 5.61407 -0.60703 -0.1 0.7 1.5 -0.320
O -5.62446 3.56677 -1.16458 0.9 -1.0 1.0 -0.299
C -2.59908 3.64228 1.07165 0.4 1.4 0.8 -0.082
C -2.77329 2.69040 -0.07536 -1.0 -0.7 0.3 -0.022
C -3.72238 1.50606 0.36051 0.2 -0.8 0.2 -0.300
O -3.42098 0.37075 0.06165 -0.1 1.0 -0.1 0.135
C -4.99513 1.71928 1.16819 -0.1 0.2 -0.3 -0.173
C -6.19313 1.26722 0.61298 0.6 -0.4 -0.3 -0.032
C -7.36879 1.41764 1.30531 -1.3 0.0 -0.1 -0.052
C -7.42572 2.02162 2.55543 0.2 0.1 0.2 -0.060
C -6.24269 2.45285 3.13079 -0.3 0.2 0.1 -0.081
C -5.05914 2.30235 2.42680 1.1 0.4 0.5 -0.073
C -1.81500 3.31626 2.19402 0.4 -0.9 -0.3 -0.102
C -1.09802 1.95409 2.18097 -0.6 0.4 -0.9 -0.109
C 0.17129 1.95050 1.28665 1.1 0.0 0.0 -0.208
C 1.33329 2.83342 1.81426 -1.2 0.2 0.5 -0.589
Cl 2.37147 3.49845 0.52519 -0.1 -0.4 0.2 0.628
H -0.16406 5.73079 6.32988 0.0 0.2 -0.3 0.040
H 1.07958 5.43131 5.07221 -0.3 0.1 0.0 0.054
H -0.44140 6.27086 4.59948 0.1 0.1 0.4 0.028
H 0.25898 2.00367 4.90600 0.3 0.0 0.2 0.057
H -5.21496 7.12925 1.90342 0.1 -0.8 0.6 0.036
H -3.74767 7.67872 3.65622 -0.2 -1.2 0.1 0.034
H -3.65458 8.65274 0.69186 0.4 0.1 -0.1 -0.007
H -4.16006 6.50484 -0.17468 -0.3 -0.2 0.3 0.073
H -3.57109 5.06719 -0.97239 -0.3 0.0 0.2 0.088
H -6.07319 4.13525 1.07773 0.4 0.0 -0.2 0.087
H -1.85390 2.20419 -0.40781 -0.1 0.2 0.2 0.122
H -3.24983 3.13308 -0.95724 0.1 0.0 0.3 0.115
H -6.16309 0.79327 -0.36491 -0.2 0.1 0.2 0.138
H -8.31108 1.08274 0.87394 0.3 0.0 -0.1 0.124
H -8.36488 2.15890 3.08646 0.1 -0.1 -0.2 0.119
H -6.23831 2.93425 4.10752 0.0 -0.2 -0.2 0.116
H -4.15571 2.66040 2.91888 -0.2 -0.2 -0.1 0.103
H -1.81093 1.26674 1.70218 0.4 0.0 0.3 0.107
H -0.91905 1.55789 3.18020 0.1 0.2 -0.1 0.107
H 0.56436 0.92697 1.20202 -0.4 0.2 0.0 0.129
H -0.02610 2.26284 0.25318 -0.2 0.0 0.4 0.087
H 1.89425 2.28189 2.57100 0.3 0.2 -0.4 0.077
H 0.90198 3.70663 2.32094 0.3 -0.1 -0.2 0.045
C 7.82895 -3.06330 -3.45229 -0.1 0.0 0.0 -0.048
C 6.70703 -3.39544 -2.69903 0.1 0.0 0.0 -0.048
C 5.81620 -2.40924 -2.30959 0.0 -0.2 0.0 -0.004
C 6.04803 -1.08477 -2.66183 0.1 0.0 0.0 -0.085
C 7.18694 -0.74855 -3.39789 -0.1 0.0 0.1 -0.082
C 8.06905 -1.74371 -3.80024 0.1 -0.2 0.0 0.003
C 7.47738 0.67039 -3.74284 0.3 0.0 -0.2 -0.276
O 8.46325 0.96451 -4.38522 0.0 0.0 0.0 0.112
C 6.53372 1.72294 -3.27391 -0.1 0.0 0.1 -0.080
C 6.81244 3.05921 -3.53493 0.0 0.2 0.0 0.003
C 5.93402 4.04521 -3.11409 0.0 -0.1 0.0 -0.050
C 4.76759 3.69980 -2.43784 0.0 0.0 0.0 -0.059
C 4.48921 2.36879 -2.17182 -0.1 0.3 0.0 -0.024
C 5.37359 1.37938 -2.57941 0.1 0.0 -0.1 -0.083
C 5.07423 -0.03975 -2.25347 -0.3 -0.1 0.2 -0.276
O 4.05463 -0.33768 -1.66007 0.0 0.0 0.0 0.086
H 8.51956 -3.83642 -3.76357 0.0 0.0 0.0 0.110
H 6.52742 -4.42537 -2.41836 0.0 0.0 0.0 0.110
H 4.94233 -2.67230 -1.72797 0.0 0.1 0.0 0.113
H 8.94456 -1.48669 -4.38141 0.0 0.1 0.0 0.122
H 7.71713 3.32933 -4.06320 0.0 -0.1 0.0 0.122
H 6.15558 5.08589 -3.31362 0.0 0.0 0.0 0.109
H 4.07950 4.47281 -2.11548 0.0 0.0 0.0 0.092
H 3.58562 2.10056 -1.64228 0.1 -0.1 0.0 0.075
C 4.39691 11.07841 -3.40396 -0.1 0.0 0.0 -0.048
C 3.45524 11.91255 -3.99836 0.0 -0.1 0.0 -0.046
C 2.11508 11.56212 -3.99577 0.1 0.2 -0.1 0.004
C 1.71107 10.36968 -3.40885 0.1 -0.2 0.1 -0.082
C 2.66082 9.51992 -2.83200 -0.2 0.1 -0.1 -0.084
C 4.00152 9.88498 -2.82278 0.2 0.1 0.0 0.002
C 2.25535 8.21814 -2.24197 0.4 -0.1 0.1 -0.273
O 3.07348 7.47682 -1.73621 -0.1 0.0 0.0 0.102
C 0.81731 7.83393 -2.29247 -0.3 0.2 -0.1 -0.071
C 0.41921 6.60028 -1.79882 0.4 -0.4 0.2 -0.003
C -0.90345 6.22374 -1.82421 -0.4 0.1 0.0 -0.069
C -1.85916 7.09726 -2.33263 0.0 0.0 0.0 -0.068
C -1.48068 8.33231 -2.83298 -0.1 -0.1 0.0 0.011
C -0.13748 8.70009 -2.82485 0.0 -0.2 0.1 -0.069
C 0.26691 10.01518 -3.39762 -0.2 0.4 -0.2 -0.275
O -0.56600 10.77282 -3.84696 0.0 -0.1 0.0 0.117
H 5.44216 11.35918 -3.39969 0.0 0.0 0.0 0.111
H 3.76873 12.83864 -4.46243 0.0 0.0 0.0 0.112
H 1.38356 12.21434 -4.45379 -0.1 -0.1 0.1 0.124
H 4.73577 9.23519 -2.36567 -0.1 -0.1 0.0 0.122
H 1.16149 5.92197 -1.39557 0.1 0.1 0.0 0.104
H -1.19836 5.25033 -1.44434 0.1 0.0 0.0 0.091
H -2.90352 6.80803 -2.34624 0.0 0.1 -0.1 0.094
H -2.22458 9.00805 -3.23380 0.1 0.1 0.0 0.125
C 2.96750 -10.17140 -2.40630 -0.1 0.0 0.0 -0.051
C 1.84326 -10.50379 -1.65712 0.0 0.0 0.0 -0.049
C 0.94970 -9.51884 -1.27045 0.0 -0.2 0.0 0.009
C 1.18246 -8.19427 -1.62155 0.1 0.0 -0.1 -0.076
C 2.32386 -7.85757 -2.35372 -0.1 0.0 0.1 -0.082
C 3.20791 -8.85190 -2.75329 0.1 -0.2 0.0 0.001
C 2.61457 -6.43953 -2.69681 0.3 0.0 -0.2 -0.275
O 3.60388 -6.14378 -3.33544 0.0 0.0 0.1 0.103
C 1.66936 -5.38767 -2.23081 -0.1 0.0 0.1 -0.078
C 1.95142 -4.05300 -2.49176 0.0 0.2 0.0 0.001
C 1.07435 -3.06566 -2.07387 -0.1 0.0 0.0 -0.052
C -0.09476 -3.40884 -1.40170 0.1 0.0 0.0 -0.059
C -0.37850 -4.73788 -1.13479 -0.1 0.2 0.1 0.000
C 0.50602 -5.73033 -1.53930 0.1 0.0 -0.1 -0.078
C 0.20714 -7.15005 -1.21560 -0.3 -0.1 0.2 -0.251
O -0.81267 -7.45012 -0.62505 0.1 0.2 -0.3 0.079
H 3.65976 -10.94415 -2.71496 0.0 0.0 0.0 0.110
H 1.66416 -11.53380 -1.37682 0.0 0.0 0.0 0.111
H 0.07295 -9.77993 -0.69186 0.0 0.1 0.0 0.116
H 4.08530 -8.59439 -3.33135 0.0 0.1 0.0 0.121
H 2.85752 -3.78104 -3.01750 0.0 -0.1 0.0 0.115
H 1.30016 -2.02549 -2.27338 0.0 0.0 0.0 0.105
H -0.78322 -2.63616 -1.08206 0.0 0.0 0.0 0.102
H -1.28531 -5.00405 -0.60786 0.1 -0.1 0.0 0.121
C -3.20863 -9.33080 0.22113 -0.1 -0.1 0.0 -0.052
C -4.33202 -10.12436 0.43580 0.1 0.0 0.1 -0.054
C -4.55001 -10.70102 1.67671 -0.1 0.0 -0.2 -0.004
C -3.63953 -10.49673 2.70607 0.2 0.1 0.0 -0.086
C -2.49989 -9.71927 2.48285 -0.2 -0.1 0.0 -0.077
C -2.29452 -9.12875 1.24062 -0.1 -0.1 0.1 -0.009
C -1.48891 -9.52866 3.55744 0.3 0.2 -0.1 -0.277
O -0.49934 -8.84996 3.36747 0.0 0.0 0.0 0.104
C -1.71159 -10.19519 4.86991 -0.1 -0.1 0.0 -0.084
C -0.75172 -10.07620 5.86798 0.1 0.0 0.2 -0.004
C -0.95276 -10.68065 7.09778 -0.1 0.0 0.0 -0.059
C -2.11894 -11.40017 7.34000 0.0 0.0 0.0 -0.057
C -3.07634 -11.52647 6.34734 0.0 -0.1 0.2 -0.001
C -2.87277 -10.93341 5.10714 0.1 0.1 0.0 -0.083
C -3.89430 -11.10699 4.03846 -0.3 -0.2 0.0 -0.279
O -4.91022 -11.73739 4.24887 0.0 0.0 0.0 0.106
H -3.04281 -8.87283 -0.74577 0.0 0.0 0.0 0.103
H -5.03921 -10.29080 -0.36703 0.0 0.0 0.0 0.107
H -5.42614 -11.31341 1.84392 0.1 0.0 0.1 0.120
H -1.42432 -8.51824 1.06842 0.0 0.0 0.1 0.087
H 0.15413 -9.51453 5.68229 -0.1 0.0 -0.1 0.119
H -0.20132 -10.59095 7.87195 0.0 0.0 0.0 0.107
H -2.27752 -11.86619 8.30415 0.0 0.0 0.0 0.108
H -3.98061 -12.09002 6.53471 0.0 0.0 -0.1 0.121
```
Forces are in eV/Å.